(i)
Below is C5H5N3 as an isolated structure, with properties calculated with ωB97M-V with the def2-TZVPD basis set.

**LUMO energy**: 0.38 eV
**Highest occupied orbital energy**: -10.593 eV

CARTESIAN COORDINATES (ANGSTROEM)
C1 1.76 0.64 -0.21
C2 0.71 -0.33 -0.52
C3 0.21 -0.78 0.87
C4 -0.58 0.13 -0.81
C5 -1.03 1.39 0.05
H1 1.16 -1.38 -1.07
H2 -0.14 0.03 1.69
H3 0.73 -1.79 1.50
H4 -2.09 -1.13 0.34
H5 -0.97 0.41 -1.92
N1 2.63 1.33 0.03
N2 -1.05 -1.04 -0.17
N3 -1.36 2.51 0.22

(ii)
Below is one molecule with the formula C5H5N3, with properties calculated with ωB97M-V with the def2-TZVPD basis set.

**LUMO energy**: -1.00 eV
**SMILES**: [H]/N=c1/ccnccn1
**Highest occupied orbital energy**: -9.167 eV

CARTESIAN COORDINATES (ANGSTROEM)
C1 0.11 1.32 -0.25
C2 0.17 0.31 -1.27
C3 -0.05 -1.05 -1.22
C4 -0.08 -1.58 1.00
C5 0.03 -0.17 1.56
H1 -0.09 3.15 -0.04
H2 0.24 0.56 -2.32
H3 0.01 -1.53 -2.21
H4 -0.15 -2.30 1.87
H5 0.17 -0.33 2.69
N1 -0.27 2.49 -0.74
N2 -0.13 -1.84 -0.20
N3 0.04 0.97 1.12

Ranking the structures above by stability puts (ii) first and (i) last.